## A
{
  "formula": "C4H14NO3",
  "method": "ωB97M-V/def2-TZVPD",
  "elements": ["C", "N", "C", "C", "C", "O", "H", "H", "H", "H", "H", "H", "H", "H", "H", "H", "H", "H", "O", "H", "H", "O"],
  "coordinates": [[-0.86031, -1.90928, -0.33017], [0.10222, -0.90069, -0.67929], [-0.39443, 0.47004, -0.45322], [0.70696, 1.53071, -0.23783], [0.71637, 2.62355, -1.29643], [-0.10035, 0.52840, -3.26733], [-1.93915, -1.74366, -0.66457], [-0.98024, -1.88370, 0.77000], [-0.64137, -2.84784, -0.83721], [0.16569, -0.86144, -1.71606], [-1.02918, 0.54609, 0.44002], [-0.74709, 0.61470, -1.51204], [0.74958, 1.85326, 0.79762], [1.59871, 0.86636, -0.37093], [0.42313, 3.65906, -1.04304], [1.76394, 2.86028, -1.57886], [0.47480, 0.43024, 3.21638], [0.25998, 2.17691, -2.20059], [0.09402, 0.13095, 2.38543], [-0.07713, -1.05661, 2.71007], [0.51484, -2.38279, 3.48302], [-0.33193, -2.16979, 3.07753]],
  "total_charge": -1,
  "homo_lumo_gap_ev": 4.219,
  "lumo_ha": -0.0030
}

=====

## B
{
  "formula": "C4H14NO3",
  "method": "ωB97M-V/def2-TZVPD",
  "elements": ["C", "N", "C", "O", "C", "C", "H", "H", "H", "H", "H", "H", "H", "H", "H", "H", "H", "H", "O", "H", "H", "O"],
  "coordinates": [[0.19627, 0.18264, -1.24908], [0.04107, -1.26767, -1.22624], [0.94229, -1.99115, -0.31082], [0.26499, -2.18467, 0.92950], [-1.23924, 0.90048, -1.24471], [-2.07362, 0.42627, -0.05409], [0.55759, 0.56996, -0.25341], [0.73907, 0.53403, -2.23728], [-0.79454, -1.56924, -0.73989], [1.15184, -2.98187, -0.81067], [1.89281, -1.45938, -0.26112], [-1.77832, 0.79159, -2.25232], [-1.13874, 2.01303, -1.36739], [-1.71909, 0.79932, 0.90088], [-3.20021, 0.62847, -0.25327], [-2.08685, -0.76696, 0.14210], [1.63023, 1.62925, 1.54669], [0.86528, 2.86618, 2.00288], [1.54720, 2.63620, 1.42756], [0.61695, -1.12597, 1.39278], [2.22574, -0.41135, 2.01105], [1.35929, -0.21918, 1.90685]],
  "total_charge": -1,
  "homo_lumo_gap_ev": 8.146,
  "lumo_ha": 0.1448
}

=====

Most stable: B (next structure +615.3 kJ/mol)

=====

## A
{
  "formula": "C4H14N2O",
  "method": "ωB97M-V/def2-TZVPD",
  "elements": ["C", "O", "C", "C", "C", "N", "N", "H", "H", "H", "H", "H", "H", "H", "H", "H", "H", "H", "H", "H", "H"],
  "coordinates": [[0.10321, 1.88748, 0.36684], [0.60789, 2.80957, 1.25670], [0.71703, 0.44850, 0.49131], [-0.16640, -0.71112, 0.05107], [-0.23741, -0.93102, -1.46904], [-1.33102, -1.94130, -1.83174], [1.04294, 0.17507, 2.00452], [-1.01142, 1.78968, 0.52132], [0.23845, 2.20491, -0.67543], [0.83895, 3.66821, 0.80174], [1.72692, 0.36002, 0.07435], [-1.19498, -0.57167, 0.42344], [0.04778, -1.68622, 0.51695], [0.64820, -1.43363, -1.82857], [-0.36781, -0.13660, -2.19520], [-2.25054, -1.48552, -1.74413], [-1.35670, -2.70807, -1.16001], [-1.33575, -2.28381, -2.79501], [1.71942, -0.56189, 2.22142], [1.38488, 1.04263, 2.42858], [0.17638, 0.06477, 2.54090]],
  "total_charge": 3,
  "homo_lumo_gap_ev": [13.944, 6.683],
  "lumo_ha": [-0.4122, -0.6788],
  "spin_multiplicity": 2
}

=====

## B
{
  "formula": "C4H14N2O",
  "method": "ωB97M-V/def2-TZVPD",
  "elements": ["C", "O", "C", "C", "C", "N", "N", "H", "H", "H", "H", "H", "H", "H", "H", "H", "H", "H", "H", "H", "H"],
  "coordinates": [[-0.89835, -1.29775, -0.96215], [-1.09020, -2.69451, -0.79208], [0.40572, -0.87889, 0.14560], [0.31748, 0.52959, 0.63893], [0.03085, 1.46093, -0.57257], [0.63718, 2.78418, -0.27124], [0.43333, -1.84512, 1.30312], [-1.67810, -0.61483, -0.46875], [-0.78272, -1.11383, -2.01783], [-2.02352, -3.04307, -0.74495], [1.29944, -1.11778, -0.52844], [-0.69358, 0.76067, 1.12425], [1.13899, 0.95050, 1.19113], [0.43682, 1.17690, -1.66660], [-1.04958, 1.72420, -0.56085], [1.52542, 2.85474, 0.18020], [0.79293, 3.28927, -1.18820], [-0.00055, 3.22852, 0.47753], [1.45828, -2.06876, 1.56374], [-0.19643, -2.67273, 1.00261], [-0.06343, -1.41225, 2.14655]],
  "total_charge": 3,
  "homo_lumo_gap_ev": [13.838, 6.327],
  "lumo_ha": [-0.4142, -0.6871],
  "spin_multiplicity": 2
}

=====

Most stable: A (next structure +193.5 kJ/mol)

=====

## A
{
  "formula": "C6H10N",
  "method": "ωB97M-V/def2-TZVPD",
  "elements": ["C", "C", "C", "C", "C", "C", "N", "H", "H", "H", "H", "H", "H", "H", "H", "H", "H"],
  "coordinates": [[-2.82878, -0.27191, -0.31259], [-1.67791, 0.17578, -0.54528], [-4.08395, -0.61267, -0.45706], [-0.53484, 0.70441, -0.42397], [1.47934, 1.57999, 0.86444], [0.82313, 0.93317, -0.37165], [2.13635, -1.65995, 0.05666], [-4.81703, 0.11791, -0.78759], [-4.59739, -1.57075, -0.23865], [2.04297, 2.41794, 0.58414], [2.21686, 0.96895, 1.29710], [0.74236, 1.93963, 1.53201], [1.25163, 1.31443, -1.37308], [1.19220, -0.26869, -0.32033], [2.65729, -2.20624, -0.61731], [1.26079, -2.12416, 0.28272], [2.73700, -1.43782, 0.83044]],
  "total_charge": 1,
  "homo_lumo_gap_ev": 7.950,
  "lumo_ha": -0.2128
}

=====

## B
{
  "formula": "C6H10N",
  "method": "ωB97M-V/def2-TZVPD",
  "elements": ["C", "C", "C", "C", "C", "C", "N", "H", "H", "H", "H", "H", "H", "H", "H", "H", "H"],
  "coordinates": [[1.93360, 0.46530, -0.10157], [0.88507, 1.59517, -0.04789], [0.35075, -1.21307, 0.11292], [1.87847, -0.94165, 0.11501], [-0.46364, 1.52119, 0.14239], [-0.67444, -0.00025, 0.55817], [-1.93643, -0.39544, -0.25058], [2.90570, 0.99168, -0.45712], [1.26472, 2.52935, -0.27103], [0.08028, -1.49606, -0.89626], [-0.12188, -1.97313, 0.73475], [2.64006, -1.70859, -0.09684], [-1.20175, 2.29179, 0.04027], [-0.98563, -0.24017, 1.65410], [-2.48024, -1.06790, 0.33778], [-1.65878, -0.81141, -1.20687], [-2.41587, 0.45318, -0.36722]],
  "total_charge": 1,
  "homo_lumo_gap_ev": 9.017,
  "lumo_ha": -0.1419,
  "smiles": "[NH3+][C@@H]1C=CC=CC1"
}

=====

## C
{
  "formula": "C6H10N",
  "method": "ωB97M-V/def2-TZVPD",
  "elements": ["C", "C", "C", "C", "C", "C", "N", "H", "H", "H", "H", "H", "H", "H", "H", "H", "H"],
  "coordinates": [[-1.39718, 0.12701, 0.00742], [-0.14164, 0.81544, 0.07176], [0.64366, -1.50594, 0.02480], [1.02937, -0.09521, 0.02828], [-2.79275, 0.37097, -0.03302], [2.41353, 0.38822, -0.05250], [-0.68154, -1.83165, -0.01750], [-0.05839, 1.58542, -0.70839], [-0.10475, 1.39587, 1.00983], [1.18893, -2.05955, -0.76134], [1.06026, -1.96306, 0.94577], [-3.34506, -0.41004, 0.49525], [-3.13437, 0.29162, -1.07537], [-3.05512, 1.36370, 0.34353], [2.80128, 0.26147, -1.06903], [3.08488, -0.17864, 0.59363], [2.48891, 1.44440, 0.19688]],
  "total_charge": 1,
  "homo_lumo_gap_ev": [8.146, 5.971],
  "lumo_ha": [-0.2218, -0.2392]
}

=====

## D
{
  "formula": "C6H10N",
  "method": "ωB97M-V/def2-TZVPD",
  "elements": ["C", "C", "C", "C", "C", "C", "N", "H", "H", "H", "H", "H", "H", "H", "H", "H", "H"],
  "coordinates": [[-0.73495, -0.52017, 0.32133], [0.68776, -0.06017, 0.67601], [-2.55488, 1.12040, 0.12351], [1.49911, -0.09159, -0.58430], [-1.02201, -1.88739, -0.31003], [2.57612, 0.84523, -0.44167], [-1.59512, 0.35109, 0.25160], [0.45077, 0.93859, 1.05664], [1.08785, -0.63381, 1.49827], [-3.24614, 1.10092, 0.97070], [-2.65870, 1.82450, -0.79102], [-0.60738, -1.92722, -1.32427], [-2.00084, -2.23553, -0.17872], [-0.33914, -2.47366, 0.37995], [2.10700, 1.57905, -1.08153], [3.56600, 0.79539, -1.07291], [2.78454, 1.27441, 0.50643]],
  "total_charge": 1,
  "homo_lumo_gap_ev": 8.332,
  "lumo_ha": -0.1637
}

=====

Most stable: B (next structure +149.4 kJ/mol)